# 1
C46H124N4O14 | ωB97M-V with the def2-TZVPD basis set

Its energy above the lowest of the compared OMol25 structures with the same formula, charge and spin is 0.00 kcal/mol. Its spin multiplicity is 1. The calculation puts the LUMO energy at 0.28 eV. The orbital gap is 9.0 eV. For the HOMO energy, the calculation gives -8.716 eV.

XYZ file:
```
188
C46H124N4O14, DFT ωB97M-V with the def2-TZVPD basis set
O -1.7376 -1.8545 -2.6865
O -6.5794 0.7111 0.2756
O 2.6944 -4.4874 2.0292
O 0.5331 -1.4279 -0.7675
O 4.9165 -5.6288 0.6608
O 6.5386 -3.1194 0.3815
O 1.9164 2.5368 -3.7948
O -4.7030 4.4434 1.5789
O -3.2278 -1.6934 5.4240
O -3.2805 3.9126 -0.7900
O -2.5020 -5.9076 -0.9474
O -2.8903 0.0368 -4.3542
O 4.9021 1.3952 2.5119
O 0.9592 6.0519 5.4393
N 2.4160 3.4399 -6.4558
N 4.8230 1.8713 -0.2675
N -4.4213 2.0630 -2.4193
N 1.8329 0.5812 0.3000
C 3.2769 2.5765 -4.2626
C -1.8911 -6.8668 1.1984
C -2.4781 -1.1971 3.2446
C -3.9411 4.2886 2.8267
C 3.5670 -5.5444 -1.3209
C 6.0541 -5.8096 -1.5411
C -2.4230 -3.6489 -4.2634
C 3.9884 4.1478 0.1492
C -4.8968 3.7626 3.8728
C 1.2468 5.3440 3.2151
C -4.9274 -1.0382 3.7550
C 6.8993 -1.0798 1.5748
C -2.0110 0.4928 -5.4123
C -3.6077 -1.7906 4.0560
C 4.8322 -6.1751 -0.7057
C 3.2281 2.4505 -5.8013
C 1.1703 4.8414 4.6217
C 5.8828 -2.1926 1.2307
C -3.6985 0.4193 -0.7349
C -7.4335 1.4497 1.1205
C 1.6566 -5.4235 2.2766
C 0.7919 -4.8923 3.3740
C -2.8481 5.2809 -2.8127
C -1.8259 -5.6391 0.3498
C 4.6268 -1.6840 0.5301
C 1.8198 2.0122 -2.4579
C 0.5204 0.3789 0.8373
C -1.4256 5.4304 -0.8052
C -2.3521 -3.1621 -2.8193
C 4.7019 2.5504 -6.3016
C -2.2657 4.5086 -1.6475
C -3.3765 5.6159 3.2968
C 4.3467 2.6178 2.1089
C 0.0362 3.8280 4.7035
C -1.9493 1.9997 -5.3032
C -0.6181 -0.1049 -5.2822
C 0.7061 -2.4336 0.2251
C 4.8447 2.9716 0.6636
C 2.1363 -6.8197 2.6292
C -0.2403 -0.4025 -0.2376
C 4.2904 0.8732 3.6840
C -4.8711 1.0106 -1.5134
C -0.3381 1.6385 1.0780
C -3.7161 -3.0449 -2.2407
C -2.4359 -4.4470 1.0529
C -5.9158 1.6193 -0.5539
H -2.9386 2.4153 -5.4433
H 2.9646 3.7945 0.0065
H -1.7817 -3.8620 -2.2032
H 0.7545 1.8271 -2.2980
H -2.7406 6.0061 2.4913
H -4.3624 -3.8817 -2.5198
H 2.1959 2.7693 -1.7566
H -0.7906 -1.9106 -2.5015
H -6.9002 2.2815 1.5780
H -0.1531 0.2223 -4.3570
H 3.7383 -4.4759 -1.3498
H -3.7310 3.2317 -1.3733
H -5.2432 -1.2794 2.7355
H 0.5555 -0.1955 1.7806
H 4.8302 -1.3437 -0.4915
H -1.1898 -6.8175 2.0296
H -0.6521 5.9229 -1.4029
H -0.4520 0.3227 -1.0256
H 1.1004 -3.3853 -0.1621
H -1.5792 -7.7542 0.6332
H 6.0233 -6.2943 -2.5206
H -0.2554 3.6540 5.7328
H -1.4828 -3.5769 -4.8381
H 3.9099 -2.5113 0.5022
H 1.3846 -5.0618 4.2833
H 5.1204 3.5532 -6.1556
H -8.3472 1.8447 0.6577
H -0.9668 4.8476 0.0010
H -3.1413 3.5703 2.6464
H 0.0787 2.1317 1.9596
H -2.7476 5.4441 4.1860
H 7.4651 -0.7739 0.6986
H -2.9473 -7.0401 1.4696
H 3.7295 3.5471 -3.9858
H -3.5378 4.6252 -3.3638
H -4.1419 6.3469 3.5478
H 2.5348 0.6646 1.0251
H 2.7713 4.3879 -6.5981
H 6.3437 -4.7521 -1.5780
H 6.4692 -0.1967 2.0471
H 3.3265 -5.9959 -2.2758
H 1.5091 3.5388 -6.0099
H -3.8635 -2.1404 5.9708
H -1.5795 -1.8046 3.3986
H 1.4361 -2.1071 0.9564
H -1.3631 1.3410 1.3782
H 5.3895 1.8865 -5.7960
H 1.3174 4.4372 2.6222
H -5.1550 2.5811 -2.9244
H -2.0882 6.2138 -0.3890
H 0.0318 0.1904 -6.1137
H -2.2574 -0.1494 3.4684
H -2.4792 -3.6501 0.3137
H -1.5320 2.3282 -4.3589
H 2.4293 1.1058 -2.4054
H -1.2205 -0.7641 0.1368
H 0.1852 2.8837 4.1856
H -3.4580 -4.6649 1.3678
H -5.4373 0.2149 -1.9975
H 3.9938 4.9729 0.8705
H -5.3955 2.4160 -0.0063
H -4.4115 3.5634 4.8370
H -0.4416 2.3350 0.2434
H -2.7148 -4.7118 -4.2340
H 2.1102 -0.2627 -0.1945
H 1.1132 -5.4923 1.3359
H -6.6779 2.1766 -1.1433
H 4.4682 3.3995 2.8720
H 5.6024 -6.1448 1.0956
H 5.3605 1.0679 0.0472
H -4.0607 4.3050 0.8640
H -0.7010 -1.2020 -5.3273
H 2.7847 -6.7898 3.5091
H 3.2096 0.8013 3.5261
H -4.0496 -0.2713 0.0384
H 2.7263 -7.2794 1.8320
H -4.1160 -2.1414 -2.6996
H 4.3637 1.6132 4.5084
H 1.2628 -7.4624 2.8307
H -7.7094 0.8273 1.9861
H -2.7668 -1.2327 2.1760
H -0.8497 4.3209 4.2854
H 4.3307 4.4988 -0.8205
H -3.0657 -0.1777 -1.4012
H 2.1377 5.9547 3.0630
H -0.8088 -5.3723 -0.0214
H -2.4559 0.2316 -6.3790
H 3.2750 2.4752 1.9803
H 3.8923 1.5164 -0.4843
H 5.9522 -3.8784 0.3010
H 5.5794 -2.7121 2.1629
H -0.2552 -2.5573 0.7143
H 2.7618 1.4845 -6.0477
H 4.6917 -0.1313 3.8143
H 0.7998 5.7081 6.3197
H -5.7340 -1.3302 4.4610
H -2.4183 -0.5152 -3.7102
H 4.8615 -7.2662 -0.5563
H -3.7545 1.7295 -3.1175
H -4.8344 0.0502 3.8973
H 0.3285 5.8365 2.9331
H -5.2498 2.8066 3.4650
H 2.1355 4.3667 4.9222
H -3.1650 -3.0452 -4.8094
H 3.7853 1.6948 -3.8558
H 6.8697 -6.3395 -1.0357
H -3.7545 -2.9949 -1.1576
H 2.7021 -5.6856 -0.6667
H -1.3042 2.4102 -6.0780
H -3.4448 6.0987 -2.3994
H 4.1673 -0.8554 1.0778
H -0.1554 -5.4230 3.5188
H -3.3753 -6.3016 -0.8354
H 3.3317 -4.8270 1.3905
H 7.6204 -1.5849 2.2040
H 5.8653 3.3627 0.7015
H -3.6887 -2.8353 3.7639
H -1.8209 -4.0447 1.8581
H -1.5801 3.7588 -2.0253
H 0.5980 -3.8209 3.2994
H -5.7917 4.3819 4.0160
H -3.1466 1.1850 -0.2047
H -2.1219 5.6447 -3.5306
H 4.7320 2.3152 -7.3715
```

---

# 2
C4H11N4O | ωB97M-V with the def2-TZVPD basis set

Its energy above the lowest of the compared OMol25 structures with the same formula, charge and spin is 82.55 kcal/mol. Its spin multiplicity is 1. The calculation puts the LUMO energy at -3.16 eV. Its total charge is +1. The orbital gap is 9.7 eV. For the HOMO energy, the calculation gives -12.826 eV.

XYZ file:
```
20
C4H11N4O, DFT ωB97M-V with the def2-TZVPD basis set
O -3.2231 0.6553 -0.6655
N -2.0842 -0.8885 0.7101
N 0.1578 -0.9075 -0.0557
N -0.7497 -1.2890 0.9712
N 0.2912 1.4784 -0.5411
C -0.3234 0.1484 -0.8460
C 0.6367 -2.0799 -0.7785
C 0.2420 1.8760 0.8803
C -2.3677 0.0334 -0.1558
H 0.7838 1.1455 1.4779
H -0.3347 -0.0172 -1.9166
H -0.1077 -2.4910 -1.4651
H -0.2054 2.1744 -1.1106
H -0.7940 1.9310 1.2101
H 1.5279 -1.7997 -1.3357
H -0.4530 -0.8966 1.8679
H 1.2783 1.4761 -0.8383
H 0.7071 2.8507 1.0140
H 0.9010 -2.8358 -0.0452
H -2.7766 -1.4612 1.1811
```

---

# 3
C35H79NO17S4 | ωB97M-V with the def2-TZVPD basis set

Its spin multiplicity is 1. The calculation puts the LUMO energy at 0.08 eV. The orbital gap is 8.6 eV. For the HOMO energy, the calculation gives -8.511 eV.

XYZ file:
```
136
C35H79NO17S4, DFT ωB97M-V with the def2-TZVPD basis set
S 6.1807 -2.0068 -1.1702
S 0.4045 -4.2220 -1.3736
S -4.7004 4.5215 -1.3498
S 1.4435 -1.8610 -4.7819
O -5.8536 3.5653 -1.0691
O -4.1909 1.8267 -3.8347
O 4.7345 2.9740 -4.7769
O 2.4951 -0.7970 -4.4191
O 6.4114 -1.5592 0.2938
O 3.8062 -2.0899 3.6948
O -0.9055 -0.3127 1.9712
O -0.0644 3.9309 2.9497
O 0.7095 -1.2583 6.6326
O 1.4323 -5.3417 -1.1021
O 2.1405 0.2873 7.6757
O -7.3737 -2.7243 -0.3171
O 3.1062 2.3767 -3.3148
O -5.2734 -3.1236 0.1857
O 2.0279 3.1504 2.1902
O 2.8939 -2.7599 1.7524
O -2.7714 0.0898 -3.5460
N -0.0586 -0.3029 -0.1277
C -5.2320 -2.1320 1.2102
C 5.0597 -0.8719 -2.1288
C 1.2896 5.4679 1.7219
C -0.5058 2.7831 3.7048
C -6.3047 -3.2947 -0.5308
C 2.0987 2.2083 -4.1576
C 4.3208 2.7377 -3.6485
C -3.8930 -2.1325 1.9761
C -0.1204 -0.3293 5.9875
C -1.2224 -1.1712 5.2794
C 1.1524 4.0301 2.3090
C 3.0371 -2.7982 2.9820
C 1.6551 -1.7174 -6.6005
C -3.3295 3.8735 -4.5795
C 3.0135 -1.8362 7.0533
C -3.3388 3.9033 -0.2987
C -1.0569 -5.0338 -2.2641
C -6.0810 -4.3033 -1.6073
C 1.1045 -0.6491 -0.9404
C -0.2381 -0.9943 -4.5161
C -0.0645 2.9918 5.2089
C -1.2704 0.1197 -0.8297
C -4.7640 0.2082 -2.0544
C 5.0083 -3.4035 -1.1449
C 1.9150 -0.8168 7.2441
C 5.2159 2.7783 -2.4365
C -0.0406 -0.5886 1.1973
C 1.4532 3.4928 -4.5112
C -3.3823 2.3684 -4.8835
C -3.8030 0.6821 -3.2449
C 4.6087 -0.9951 3.1336
C 5.4391 -0.3221 4.3034
C -0.4698 -4.0130 0.2586
C 2.2893 -3.7435 3.8649
C -4.8476 5.9993 -0.2004
H 3.0477 -4.1390 4.5406
H -5.9652 -3.7751 -2.5537
H 3.1970 -2.1898 6.0387
H -5.0072 5.6273 0.8116
H 4.4644 -3.5918 -2.0705
H 5.3507 -1.4112 2.4521
H -1.6095 -0.6260 -1.5487
H -6.9200 -4.9923 -1.7043
H 5.8159 0.5691 3.8016
H 2.2275 1.6886 -5.1070
H -0.6950 -5.6356 -3.0977
H -0.9569 -2.0536 4.6971
H -5.2971 -1.1570 0.7274
H -3.1292 -1.6862 1.3392
H 0.0252 4.0364 5.5072
H -4.4398 -0.6808 -1.5133
H -5.9128 -2.2933 2.0460
H 5.0172 3.7611 -2.0090
H 1.5739 -2.6342 -7.1844
H -4.3679 4.1846 -4.4651
H 0.4119 0.1465 5.1638
H -2.8829 4.2558 -5.4974
H 2.0052 5.3579 0.9072
H 4.9072 0.0618 5.1739
H -3.8850 3.8914 0.6445
H 4.0690 -1.1794 -1.7941
H 1.9797 4.2289 -5.1187
H -1.4458 -5.8077 -1.6025
H 2.7643 -2.7061 7.6611
H 5.5898 -4.3133 -0.9962
H -2.4742 1.7742 -4.9858
H -4.1112 -1.6712 2.9393
H -4.7499 0.9305 -1.2382
H -0.0783 -0.2238 -3.7619
H -5.2628 -4.9600 -1.3117
H 0.9093 -1.0401 -7.0168
H 2.7224 -1.5271 -6.7130
H 0.9442 -1.7075 -1.1462
H -1.8863 -1.4645 6.0925
H -1.7959 -4.4303 -2.7913
H 6.2351 2.5764 -2.7660
H -3.6183 -3.0902 2.4181
H -0.7086 -4.9164 0.8199
H -3.0125 2.8918 -0.5407
H -0.4769 -0.4315 -5.4184
H -2.7688 4.1523 -3.6873
H 4.8402 2.2055 -1.5887
H -5.7789 0.0118 -2.4002
H 1.3412 -3.4166 4.2919
H -1.7326 -0.5326 4.5583
H -3.9166 6.5604 -0.2810
H -1.4497 -3.5561 0.1201
H 3.8940 -1.2779 7.3713
H 1.1619 -0.0507 -1.8496
H 5.3869 0.1647 -2.0475
H 0.2123 -3.3507 0.7916
H 2.0411 -4.5040 3.1246
H 0.8848 -1.1159 1.4764
H 1.3284 1.6636 -3.6116
H -0.1715 1.8220 3.3142
H -2.1672 0.3128 -0.2410
H 1.3392 4.0483 -3.5803
H 4.2819 -3.3901 -0.3323
H -5.7087 6.6045 -0.4838
H 0.3295 5.8263 1.3505
H -0.5492 0.4231 6.6494
H 3.9655 -0.2874 2.6106
H 5.1483 -1.0338 -3.2031
H 0.4584 3.4296 -4.9523
H -1.0629 0.9849 -1.4594
H 0.8274 2.4718 5.5583
H 6.3873 -0.7086 4.6772
H -3.9255 2.1153 -5.7939
H 2.0908 -0.6261 -0.4770
H -1.5826 2.8715 3.5607
H -1.1231 -1.6138 -4.3708
H -2.4145 4.4702 -0.4096
H -0.8811 2.7114 5.8741
H 1.4546 6.1054 2.5905
```

---

# 4
C3H28NO11 | ωB97M-V with the def2-TZVPD basis set

As for the expectation value of S²: 0.751. Its spin multiplicity is 2. The calculation puts the LUMO energy (spin up / spin down) at 0.02 / -0.08 eV. The orbital gap (spin up / spin down) is 2.4 / 9.5 eV. For the HOMO energy (spin up / spin down), the calculation gives -2.395 / -9.629 eV.

XYZ file:
```
43
C3H28NO11, DFT ωB97M-V with the def2-TZVPD basis set
O -2.2518 -2.4729 -0.4159
O 4.2693 -1.7524 0.1177
O -3.5918 -0.7131 -1.7402
O 2.6265 1.0191 0.5751
O 2.5338 2.1868 3.0958
O 0.0128 -3.4693 1.1212
O -0.2438 -0.2471 -2.5763
O 1.6079 -1.8884 -0.7350
O -1.3517 -2.4942 -3.2046
O 0.2615 2.5939 -2.3193
O -2.6885 2.2592 3.5257
N -0.0929 1.0012 -0.0128
C -0.2383 1.5976 1.3625
C -1.9878 2.8949 2.7809
C -1.5877 2.2508 1.4214
H -0.1299 2.0729 -3.0280
H 3.5579 0.8962 0.8017
H -0.1374 1.7326 -0.7385
H 0.7459 0.4052 -0.0289
H -2.4034 1.5865 1.1194
H 0.5813 2.2665 1.5724
H -0.1555 0.7773 2.0571
H 2.9749 2.9889 3.4119
H -4.3774 -0.3733 -2.1616
H 2.9376 1.5191 3.6697
H -1.6786 3.1200 0.7546
H -1.6284 3.9368 2.8248
H -2.9505 -2.5403 -1.0807
H -0.8363 0.2812 -0.0900
H 0.5012 -0.7833 -2.2714
H 0.8685 -2.1204 -0.1524
H 4.7280 -1.9745 0.9372
H -1.5538 -3.3535 -3.5825
H -1.9643 -2.2273 -2.5142
H -2.7819 -0.3114 -1.4082
H -2.7760 -2.4192 0.3990
H 2.4668 1.7527 1.2022
H 0.0904 -4.4259 1.1175
H 1.2100 2.4900 -2.4556
H 2.3687 -1.5846 -0.2193
H -0.8437 -3.2843 0.7015
H 4.3330 -2.5726 -0.3875
H -0.4246 -0.6217 -3.4464
```

---

# 5
C25H49HgO15S6 | ωB97M-V with the def2-TZVPD basis set

Its energy above the lowest of the compared OMol25 structures with the same formula, charge and spin is 162.51 kcal/mol. Its spin multiplicity is 1. The calculation puts the LUMO energy at -8.60 eV. Its total charge is +1. The orbital gap is 2.8 eV. For the HOMO energy, the calculation gives -11.399 eV.

XYZ file:
```
96
C25H49HgO15S6, DFT ωB97M-V with the def2-TZVPD basis set
Hg -0.0166 0.4069 0.1885
S 3.1595 -0.5633 4.6076
S -1.2537 -0.0363 -5.1304
S -1.5443 -4.8676 0.9266
S -3.1917 0.5022 4.9855
S 4.4929 -2.3470 -1.8350
S -3.2811 4.7672 -0.4822
O 2.2284 2.8884 -1.3770
O 4.7762 -3.6659 -1.2643
O -3.6885 5.0350 0.9163
O 1.9353 3.4463 0.6065
O -1.1517 -3.4807 0.5514
O -2.2540 -5.1221 2.1598
O -2.4939 -0.5005 5.8212
O -2.6720 3.4548 -0.7847
O -1.0013 0.0446 -3.7267
O -1.2527 -1.3617 -5.7226
O 2.7503 0.5306 5.5461
O -2.6286 0.7410 3.6498
O 2.8363 4.9528 -0.7862
O 2.5024 -0.7968 3.3079
O 3.2686 -1.6971 -1.3536
C -2.7345 0.9554 -5.6986
C 5.8566 -2.1981 -4.1660
C -5.0088 0.0130 4.9481
C 2.3170 3.7959 -0.5461
C -4.1745 6.3600 -2.5058
C -2.1826 6.1564 -1.0231
C 5.0120 -0.6146 4.4099
C 0.0189 -5.9185 0.7909
C 5.9829 -1.2644 -1.7651
C 0.1216 -6.3979 -0.6354
C 4.4218 -2.8616 5.1820
C -2.1963 2.0428 -6.7064
C -0.8837 1.5056 -7.3862
C -4.7506 5.1856 -1.5821
C -3.1593 7.1397 -1.5995
C -0.1306 1.0323 -6.1368
C -3.5382 2.0130 6.0170
C -2.3666 -5.7928 -0.6312
C 6.3853 -1.0184 -3.2676
C -5.5620 0.5200 6.2797
C 3.1038 -2.2356 5.5211
C 4.4190 -2.2854 -3.6684
C 5.4622 -1.7912 5.2665
C -1.3471 -6.9218 -0.9646
C -5.0619 1.9931 6.4490
H -5.0247 4.2665 -2.0999
H 0.4062 -5.7297 -1.4482
H 2.1380 -2.6677 5.2590
H 6.3900 -3.1439 -4.0708
H 0.7434 0.4705 -6.4664
H 4.3217 -3.3717 4.2239
H -0.2708 2.2715 -7.8615
H -5.4159 0.6281 4.1456
H 0.9071 -5.4661 1.2321
H 3.8550 -1.3673 -3.8326
H -3.5922 5.9725 -3.3418
H -5.5397 5.5224 -0.9098
H -1.5656 -7.3621 -1.9374
H -3.4490 0.2396 -6.1050
H 3.1951 -1.8822 6.5482
H -3.0830 1.4941 -4.8174
H -3.7646 7.6250 -0.8339
H -2.9762 2.1863 -7.4542
H 5.5350 -1.4318 6.2930
H 5.5205 0.3445 4.5080
H 5.6949 -0.4577 -1.0909
H -1.9510 3.0018 -6.2501
H -1.4945 5.8309 -1.8033
H -2.8322 1.9721 6.8465
H 0.1481 1.8131 -5.4291
H -0.1250 -6.7850 1.4362
H -1.6506 6.5013 -0.1364
H 5.7800 -1.8653 -5.2011
H 7.4572 -0.8486 -3.3690
H -5.2508 2.4810 7.4053
H 2.5598 5.4693 -0.0257
H 5.9249 -0.0967 -3.6232
H 3.8984 -3.1778 -4.0157
H 5.1947 -1.0069 3.4095
H -1.5923 -7.8022 -0.3706
H -2.6665 7.9513 -2.1347
H 6.7457 -1.8947 -1.3080
H -3.3441 -6.0183 -0.2048
H -5.2175 -0.0700 7.1290
H -5.0753 -1.0447 4.6934
H -4.9666 6.9831 -2.9208
H -2.5361 -4.9760 -1.3328
H -5.5172 2.6112 5.6752
H -1.1464 0.6247 -7.9719
H 4.6857 -3.5542 5.9812
H -3.2719 2.8427 5.3622
H 6.5184 -2.0297 5.1406
H 0.8237 -7.2277 -0.5544
H -6.6479 0.4310 6.2462
```

---

Which value of spin multiplicity does entry 5 give? 1